Molecular formula: C4H4S
Method: DFT, ωB97M-V/def2-TZVPD

Geometry as XYZ:
```
9
Properties=species:S:1:pos:R:3:forces:R:3
C 0.623268 -0.666446 -0.589561 -0.441 2.009 1.912
C 0.673610 0.672868 -0.539748 0.335 -1.748 0.243
C -0.358847 0.814026 0.517206 -0.828 -2.030 -0.056
S -1.874382 -0.007580 -0.175211 -0.637 0.281 0.847
C -0.415630 -0.744323 0.558578 0.842 -0.276 -0.472
H 1.013294 -1.331284 -1.276919 0.638 -1.491 -1.076
H 1.165887 1.319641 -1.187404 0.575 1.397 -0.843
H -0.467626 1.494084 1.333597 -0.021 0.202 0.297
H -0.359574 -1.550983 1.359459 -0.463 1.656 -0.851
```
Forces are in eV/Å.

Properties
Lowest unoccupied orbital energy ... 0.0268 Ha
2S+1 ... 1
SMILES ... C1=C[C@H]2S[C@@H]12
Relative energy (zero: lowest compared OMol25 entry of this formula, charge and spin) ... 67.37 kcal/mol
HOMO level ... -8.411 eV
Calculated total energy ... -552.88466 hartree
Frontier orbital gap ... 9.14 eV

These are the Löwdin partial charges, in e, on atoms 1 to 8:
1. C -0.1048
2. C -0.1349
3. C -0.4362
4. S 0.8247
5. C -0.5087
6. H 0.0702
7. H 0.0758
8. H 0.0874

***

Molecular formula: C30H58F3N5O5S2
Method: DFT, ωB97M-V/def2-TZVPD

Geometry as XYZ:
```
103
Properties=species:S:1:pos:R:3:forces:R:3
C 4.971689 6.316216 -0.701589 -0.799 -9.180 -4.253
C 4.954586 5.039287 -1.339279 -0.492 8.032 4.571
C 4.867334 3.441375 -1.826298 0.862 0.753 1.150
C 4.610519 2.507109 -0.462696 0.174 1.736 0.721
C 3.054339 2.040431 -0.331531 0.368 0.638 0.430
C 2.755406 0.443198 -0.420721 -1.823 2.015 -0.101
C 1.800812 0.162230 0.922625 -0.235 -1.568 -0.384
C 0.307964 0.829672 0.809773 -0.435 -0.026 -0.994
C -0.366843 1.276814 2.234688 1.708 1.454 -0.662
S -2.052731 0.507545 2.506184 -0.038 0.174 -1.306
C -3.068023 0.498953 0.893606 -0.498 -1.011 -1.683
S -3.702983 -1.029046 0.440431 1.225 3.032 1.119
N -3.350123 1.722037 0.052890 -0.149 -1.564 0.807
C -4.812051 1.966212 -0.190518 -2.092 -0.462 0.346
C -5.361940 1.614074 -1.690712 -0.268 0.619 -0.012
O -4.571973 2.485860 -2.623189 0.664 -2.533 1.535
C -3.240739 1.863948 -2.609629 1.118 0.413 -1.485
C -2.482216 1.833714 -1.166584 1.707 -0.840 -0.547
C 1.891136 0.335836 -1.848649 1.107 -1.469 1.098
C 1.889228 -1.319289 -1.948379 -3.362 -2.698 -3.144
O 0.967214 -2.042597 -2.631469 6.176 4.250 4.572
N 3.068068 -1.875021 -1.131847 -1.732 2.090 -1.806
C 3.921194 -0.635780 -0.800228 -1.684 -0.487 -0.592
C 5.073948 -1.026961 0.300442 1.939 0.725 -0.201
F 5.077652 -2.450859 0.716191 -0.012 5.101 -1.073
F 5.045407 -0.081824 1.476405 0.135 -3.646 -3.612
F 6.397143 -0.771328 -0.382356 -3.858 -0.987 2.474
H 4.765432 7.333150 -0.136755 0.697 -2.741 -1.678
H 5.921674 3.164977 -2.287786 -2.366 0.696 0.778
H 3.987399 3.254971 -2.575963 1.855 0.767 1.297
H 4.815356 3.258971 0.442831 -0.337 -1.824 -1.982
H 5.414416 1.665620 -0.360063 -1.718 1.460 -0.448
H 2.419266 2.591119 -1.166896 1.375 -1.075 1.706
H 2.613167 2.441206 0.702542 1.113 -0.906 -2.282
H 1.640730 -1.012904 0.971648 0.336 2.412 0.186
H 2.305979 0.507766 1.920718 -0.611 -0.585 -2.102
H -0.382152 0.022597 0.278511 1.408 1.716 1.202
H 0.290232 1.777855 0.098373 0.217 -1.938 1.489
H 0.417556 0.983561 3.084040 -2.279 0.244 -1.489
H -0.440768 2.466518 2.299235 0.100 -2.621 -0.270
H -5.462278 1.327730 0.580529 1.570 1.395 -1.606
H -5.049841 3.093955 0.022919 0.514 -2.066 -0.581
H -5.235531 0.499224 -2.024353 -0.040 1.967 0.885
H -6.520555 1.872831 -1.812272 2.663 -0.274 0.406
H -3.283434 0.791284 -3.131626 -0.090 2.070 1.432
H -2.562936 2.519858 -3.341764 -1.480 -1.293 1.727
H -1.782091 0.865876 -1.173799 -1.501 2.050 -0.225
H -1.756742 2.747109 -1.065517 -1.681 -1.497 -0.316
H 2.569834 0.864609 -2.646305 -1.100 -1.483 1.231
H 0.872331 0.906549 -1.920923 1.778 -1.643 0.487
H 3.581375 -2.670344 -1.578313 -0.860 1.014 0.442
H 4.259396 -0.292533 -1.874983 0.747 -0.328 2.677
C -7.318380 -6.491508 1.343740 0.368 -0.046 0.172
O -6.317426 -5.689353 0.735975 -0.470 0.158 -0.432
C -6.823002 -4.666089 -0.126704 0.377 0.163 0.046
C -7.248423 -3.372854 0.606127 -0.002 -0.360 0.351
C -8.599293 -3.489473 1.309675 -0.230 0.154 -0.032
N -6.235719 -2.949060 1.584304 0.144 -0.285 -0.260
H -8.176242 -6.653052 0.684104 -0.005 0.100 0.019
H -7.638944 -6.040218 2.284115 -0.243 -0.059 -0.004
H -6.876727 -7.464064 1.579476 0.028 0.133 -0.103
H -5.993445 -4.413633 -0.798251 -0.008 -0.074 0.164
H -7.627410 -5.054019 -0.762872 -0.111 -0.058 0.131
H -7.346453 -2.584317 -0.150046 0.128 -0.109 -0.005
H -8.547591 -4.088290 2.222641 0.078 0.030 -0.120
H -8.963570 -2.497659 1.598608 0.124 -0.144 -0.030
H -9.346835 -3.938451 0.647510 0.060 0.012 0.071
H -5.355467 -2.788788 1.092789 -0.232 0.036 0.193
H -6.034512 -3.755995 2.181402 -0.114 0.262 -0.095
C 5.305187 -3.760856 3.513460 0.360 0.121 0.146
O 5.669152 -4.496003 4.671833 -0.577 -0.325 -0.034
C 4.934807 -5.709887 4.856537 0.309 -0.074 0.246
C 5.490678 -6.913694 4.061341 0.134 0.401 -0.221
C 5.125804 -6.882947 2.578320 -0.128 -0.193 -0.157
N 6.951566 -7.017953 4.191490 -0.074 0.235 0.304
H 4.236078 -3.837436 3.293721 0.030 -0.092 -0.026
H 5.895927 -4.093938 2.658584 -0.179 0.031 -0.161
H 5.546431 -2.708639 3.689908 -0.024 -0.133 0.075
H 5.021575 -5.944451 5.924397 0.093 0.098 -0.111
H 3.867233 -5.553936 4.660998 0.020 0.055 -0.169
H 5.042714 -7.821291 4.484181 0.055 0.136 0.083
H 5.701991 -6.141506 2.018825 -0.032 -0.031 0.139
H 5.325993 -7.856544 2.117987 0.022 0.155 0.115
H 4.061749 -6.663357 2.442565 0.100 0.009 0.003
H 7.183421 -7.125625 5.179805 -0.006 -0.099 -0.205
H 7.343496 -6.103344 3.950583 -0.100 -0.291 -0.020
C 0.857215 6.824035 -4.521611 0.268 -0.292 0.028
O 1.043891 6.534385 -3.144659 -0.409 0.479 0.150
C 0.076177 7.133827 -2.278005 0.171 -0.302 0.257
C -1.239682 6.332603 -2.147483 0.160 -0.003 -0.441
C -2.170530 6.493257 -3.347958 -0.287 0.048 0.010
N -0.980688 4.901291 -1.932376 0.388 0.077 0.089
H 0.473800 7.835955 -4.683333 -0.074 -0.056 0.046
H 0.190864 6.086350 -4.971642 -0.131 0.149 -0.166
H 1.826906 6.738887 -5.020553 -0.059 0.029 0.165
H 0.549193 7.165307 -1.288996 0.044 -0.096 -0.143
H -0.111111 8.175825 -2.563373 -0.065 -0.050 -0.162
H -1.774324 6.720153 -1.271606 0.165 -0.046 -0.015
H -1.824395 5.940822 -4.225322 0.048 0.048 0.120
H -3.169902 6.115320 -3.106518 0.192 0.000 -0.010
H -2.271707 7.547674 -3.625140 0.038 -0.105 0.007
H -0.430369 4.794735 -1.079198 -0.144 0.027 -0.065
H -0.341535 4.594447 -2.670946 -0.215 0.097 0.124
```
Forces are in eV/Å.

Properties
Lowest unoccupied orbital energy ... -0.0316 Ha
2S+1 ... 1
SMILES ... C#CCCC[C@@]1(CCCSC(=S)N2CCOCC2)CC(=O)N[C@@H]1C(F)(F)F.COC[C@@H](C)N.COC[C@@H](C)N.COC[C@@H](C)N
HOMO level ... -8.434 eV
Calculated total energy ... -2923.22922 hartree
Frontier orbital gap ... 7.57 eV

These are the Löwdin partial charges, in e, on atoms 1 to 8:
1. C 0.0317
2. C -0.0912
3. C -0.1843
4. C -0.1801
5. C -0.1519
6. C -0.3221
7. C -0.1343
8. C -0.2557